{"formula": "C23H18ClFN2O3S", "method": "the ωB97M-V functional and the def2-TZVPD basis", "e_lumo_ev": 0.394, "homo_ev": -8.45, "e_above_lowest_kcal_mol": 0.00, "smiles": "Cc1ccc(S(=O)(=O)n2ccc(-c3cccc(OCc4c(F)cccc4Cl)c3)n2)cc1", "largest_force_ev_per_a": 1.042, "energy_ev": -59340.204, "total_charge": 0, "species": ["C", "C", "C", "C", "C", "C", "C", "H", "H", "S", "O", "O", "N", "C", "C", "C", "N", "C", "C", "C", "C", "C", "C", "H", "O", "C", "C", "C", "C", "C", "C", "C", "Cl", "H", "H", "H", "F", "H", "H", "H", "H", "H", "H", "H", "H", "H", "H", "H", "H"], "coordinates": [[-4.233, -3.685, 2.226], [-4.137, -2.672, 1.129], [-5.227, -1.876, 0.792], [-5.129, -0.940, -0.225], [-3.936, -0.817, -0.906], [-2.836, -1.593, -0.594], [-2.943, -2.519, 0.426], [-2.094, -3.133, 0.686], [-1.925, -1.454, -1.151], [-3.782, 0.423, -2.170], [-5.051, 1.003, -2.483], [-2.933, -0.020, -3.227], [-2.939, 1.638, -1.295], [-3.364, 2.873, -0.928], [-2.382, 3.422, -0.151], [-1.368, 2.430, -0.087], [-1.737, 1.363, -0.781], [-0.084, 2.488, 0.595], [0.179, 3.449, 1.565], [1.416, 3.475, 2.187], [2.394, 2.564, 1.846], [2.140, 1.598, 0.869], [0.899, 1.558, 0.253], [0.650, 0.826, -0.497], [3.170, 0.751, 0.598], [3.036, -0.153, -0.482], [4.392, -0.750, -0.742], [4.651, -2.099, -0.537], [5.894, -2.665, -0.751], [6.929, -1.854, -1.181], [6.715, -0.505, -1.398], [5.457, 0.036, -1.180], [5.207, 1.715, -1.465], [7.516, 0.132, -1.736], [7.907, -2.276, -1.350], [6.035, -3.720, -0.576], [3.648, -2.898, -0.120], [2.314, -0.941, -0.236], [2.694, 0.378, -1.382], [3.364, 2.578, 2.315], [1.621, 4.218, 2.944], [-0.579, 4.164, 1.841], [-2.375, 4.396, 0.292], [-4.314, 3.231, -1.265], [-5.959, -0.312, -0.505], [-6.157, -1.986, 1.329], [-3.468, -3.501, 2.978], [-4.072, -4.685, 1.828], [-5.208, -3.654, 2.704]], "forces_ev_per_angstrom": [[0.019, -0.021, 0.002], [-0.036, 0.091, -0.060], [0.106, -0.003, -0.045], [-0.160, 0.094, -0.043], [-0.006, 0.458, -0.492], [0.184, -0.193, -0.012], [-0.086, 0.117, -0.097], [0.108, -0.057, 0.008], [0.165, -0.060, -0.006], [0.050, 0.037, 0.020], [0.043, 0.050, 0.398], [0.152, -0.088, 0.451], [0.008, 0.057, -0.062], [-0.297, 0.228, 0.039], [-0.096, -0.275, -0.198], [-0.911, -0.121, -0.492], [0.737, -0.457, 0.116], [0.558, 0.034, 0.324], [-0.221, -0.140, -0.222], [0.134, -0.051, -0.005], [0.042, -0.127, -0.079], [-0.088, 0.168, 0.108], [0.098, -0.088, -0.040], [0.066, -0.105, -0.093], [-0.004, 0.041, 0.220], [-0.137, -0.195, -0.243], [-0.194, 0.017, 0.146], [0.181, 0.177, -0.134], [-0.154, -0.053, 0.061], [-0.154, 0.017, 0.036], [-0.018, 0.169, -0.027], [0.099, -0.458, 0.061], [0.016, 0.281, -0.119], [0.055, 0.077, -0.030], [0.089, -0.041, -0.019], [-0.010, -0.109, 0.025], [0.039, 0.050, 0.007], [0.085, 0.156, -0.079], [0.013, -0.058, 0.152], [0.117, 0.005, 0.050], [0.022, 0.051, 0.060], [-0.095, 0.077, 0.028], [-0.047, 0.210, 0.054], [-0.210, 0.165, -0.026], [-0.145, 0.041, 0.035], [-0.085, -0.015, 0.045], [0.021, -0.027, 0.086], [-0.009, -0.089, 0.031], [-0.043, -0.036, 0.063]]}